1.
192
Properties=species:S:1:pos:R:3 method="wB97M-V/def2-TZVPD" e_tot_ev=-82416.9320 spin_multiplicity=1 relative_energy_ev=0.000 largest_force_ev_per_a=2.7 homo_ev=-8.2 smiles=CCN(CC)CC.CCN(CC)CC.CCN(CC)CC.CCN(CC)CC.C1CCOC1.C1CCOC1.C1CCOC1.C1CCOC1.C1CCOC1.C1CCOC1.C1CCOC1.C1CCOC1 e_lumo_ev=0.592
C 0.283 -2.956 8.118
C -0.557 -1.703 7.621
N -0.822 -1.701 6.214
C -1.664 -2.753 5.750
C -3.104 -2.579 6.236
C 0.411 -1.590 5.433
C 0.187 -0.883 4.099
H -0.402 -3.771 8.351
H 0.711 -2.752 9.099
H 0.996 -3.272 7.356
H -1.464 -1.602 8.217
H 0.000 -0.795 7.854
H -1.705 -2.771 4.661
H -1.243 -3.700 6.087
H -3.160 -2.672 7.320
H -3.469 -1.565 6.069
H -3.715 -3.299 5.692
H 0.761 -2.601 5.221
H 1.214 -1.113 5.995
H -0.595 -1.332 3.487
H 1.128 -0.860 3.550
H -0.128 0.137 4.319
C 5.333 -3.174 2.061
C 3.879 -2.764 1.709
N 3.285 -3.876 0.960
C 4.042 -4.339 -0.201
C 4.224 -3.207 -1.260
C 1.818 -3.637 0.739
C 1.093 -4.851 0.057
H 5.713 -2.598 2.904
H 6.050 -3.158 1.240
H 5.317 -4.200 2.428
H 3.363 -2.637 2.661
H 3.840 -1.821 1.164
H 5.036 -4.669 0.101
H 3.644 -5.273 -0.597
H 4.754 -3.587 -2.133
H 3.222 -2.965 -1.613
H 4.859 -2.453 -0.793
H 1.629 -2.656 0.302
H 1.442 -3.530 1.757
H 0.010 -4.743 0.110
H 1.233 -5.805 0.566
H 1.393 -4.911 -0.989
C 1.068 -2.997 -3.907
C 0.031 -4.050 -3.696
N -1.220 -3.579 -3.069
C -1.920 -2.493 -3.790
C -2.420 -2.806 -5.239
C -2.096 -4.792 -2.933
C -1.655 -5.915 -1.987
H 1.974 -3.328 -4.415
H 1.320 -2.532 -2.955
H 0.653 -2.216 -4.544
H -0.174 -4.476 -4.678
H 0.480 -4.790 -3.034
H -2.712 -2.092 -3.158
H -1.281 -1.610 -3.781
H -2.896 -1.899 -5.612
H -1.633 -3.156 -5.907
H -3.231 -3.533 -5.288
H -2.115 -5.148 -3.964
H -3.093 -4.477 -2.624
H -2.304 -6.786 -2.075
H -1.829 -5.599 -0.958
H -0.604 -6.192 -2.067
C 2.970 0.105 -0.638
C 1.568 -0.024 -1.327
N 0.879 1.240 -1.211
C 0.592 1.666 0.168
C -0.209 0.718 1.006
C -0.353 1.240 -2.030
C -0.101 1.110 -3.553
H 2.836 -0.065 0.431
H 3.437 1.035 -0.960
H 3.569 -0.711 -1.044
H 1.791 -0.200 -2.379
H 0.914 -0.792 -0.913
H 0.034 2.602 0.143
H 1.534 1.922 0.651
H -0.432 1.106 2.000
H 0.214 -0.281 1.117
H -1.213 0.633 0.591
H -1.016 0.445 -1.688
H -0.764 2.215 -1.768
H 0.056 0.074 -3.855
H -1.002 1.413 -4.088
H 0.733 1.754 -3.830
C 0.266 5.710 3.565
C 1.262 4.590 3.359
C 1.967 5.022 2.045
O 1.230 6.125 1.510
C -0.010 6.240 2.138
H 0.805 6.474 4.125
H -0.632 5.507 4.149
H 0.735 3.647 3.215
H 1.966 4.431 4.176
H 2.096 4.189 1.353
H 2.977 5.363 2.273
H -0.757 5.630 1.629
H -0.333 7.279 2.082
C -3.436 -1.574 -0.114
C -4.240 -1.677 1.167
C -3.115 -1.675 2.217
O -2.077 -2.355 1.534
C -2.178 -2.444 0.123
H -3.146 -0.544 -0.321
H -3.982 -1.978 -0.967
H -4.937 -2.514 1.146
H -4.845 -0.781 1.306
H -3.469 -2.190 3.111
H -2.750 -0.669 2.424
H -2.369 -3.467 -0.202
H -1.266 -2.064 -0.339
C -3.766 1.436 -4.852
C -3.593 2.782 -4.216
C -4.717 2.945 -3.155
O -5.583 1.851 -3.444
C -5.301 1.267 -4.705
H -3.268 0.691 -4.231
H -3.379 1.403 -5.871
H -3.802 3.537 -4.974
H -2.572 2.898 -3.852
H -5.196 3.924 -3.190
H -4.233 2.896 -2.180
H -5.956 1.692 -5.465
H -5.582 0.217 -4.792
C 4.206 1.680 -3.960
C 4.345 0.291 -4.602
C 3.176 0.274 -5.592
O 2.720 1.649 -5.709
C 3.660 2.544 -5.073
H 5.120 2.118 -3.560
H 3.482 1.677 -3.146
H 4.240 -0.415 -3.779
H 5.312 0.115 -5.075
H 2.365 -0.339 -5.198
H 3.543 -0.091 -6.551
H 3.128 3.426 -4.716
H 4.477 2.823 -5.739
C -3.830 2.501 1.521
C -4.947 3.438 1.179
C -4.659 4.612 2.089
O -3.232 4.678 2.026
C -2.597 3.438 1.646
H -3.703 1.700 0.792
H -3.997 1.994 2.471
H -5.898 2.946 1.384
H -4.856 3.746 0.138
H -5.014 4.507 3.115
H -5.128 5.539 1.758
H -1.982 3.092 2.477
H -2.110 3.533 0.676
C -3.097 3.047 5.455
C -2.127 1.826 5.339
C -1.020 2.177 6.331
O -1.812 2.827 7.373
C -2.916 3.525 6.851
H -4.152 2.784 5.378
H -2.843 3.882 4.803
H -1.722 1.760 4.329
H -2.627 0.903 5.632
H -0.249 2.826 5.915
H -0.598 1.229 6.666
H -2.802 4.608 6.896
H -3.757 3.198 7.462
C 6.283 1.078 2.555
C 4.943 1.389 3.178
C 4.482 2.664 2.444
O 5.445 2.974 1.460
C 6.257 1.822 1.234
H 6.466 0.019 2.377
H 7.132 1.530 3.068
H 4.990 1.573 4.252
H 4.227 0.577 3.053
H 4.506 3.477 3.170
H 3.524 2.550 1.938
H 7.217 1.966 0.739
H 5.668 1.317 0.469
C -0.655 0.129 -7.053
C -0.274 1.175 -8.141
C 0.855 0.476 -8.811
O 0.396 -0.881 -8.910
C -0.491 -1.213 -7.851
H -1.645 0.219 -6.604
H 0.072 0.125 -6.241
H 0.115 2.113 -7.744
H -1.103 1.329 -8.832
H 1.787 0.493 -8.246
H 1.073 0.884 -9.798
H 0.053 -1.948 -7.257
H -1.453 -1.472 -8.294

2.
205
Properties=species:S:1:pos:R:3 method="wB97M-V/def2-TZVPD" e_tot_ev=-97563.0211 spin_multiplicity=1 relative_energy_ev=0.000 largest_force_ev_per_a=4.2 homo_ev=-7.4 smiles="CC1(C)CCCC(C)(C)N1O.CC1(C)CCCC(C)(C)N1O.CC1(C)CCCC(C)(C)N1O.CC1(C)CCCC(C)(C)N1O.CC1(C)CCCC(C)(C)N1O.CC1(C)CCCC(C)(C)N1O.NC(N)=O.NC(N)=O.O.O.O" e_lumo_ev=0.209
C -2.871 0.292 -3.127
C -4.289 -0.350 -3.298
C -4.660 -0.675 -4.703
C -4.116 -1.728 -2.686
C -4.189 -1.878 -1.155
C -5.388 -1.124 -0.636
C -5.508 0.326 -1.119
C -6.861 0.871 -0.699
C -4.444 1.217 -0.479
N -5.415 0.331 -2.583
O -5.677 1.653 -3.058
H -2.215 0.001 -3.948
H -2.888 1.383 -3.092
H -2.450 -0.021 -2.173
H -3.906 -1.307 -5.171
H -5.582 -1.257 -4.710
H -4.781 0.229 -5.304
H -4.984 -2.328 -2.974
H -3.263 -2.314 -3.028
H -4.283 -2.948 -0.961
H -3.272 -1.590 -0.637
H -5.200 -0.986 0.431
H -6.317 -1.688 -0.719
H -6.914 1.953 -0.812
H -7.217 0.593 0.295
H -7.665 0.406 -1.274
H -3.430 0.815 -0.501
H -4.740 1.509 0.529
H -4.292 2.189 -0.952
H -5.991 1.404 -3.933
C -0.361 -0.365 0.284
C 0.311 0.945 -0.165
C -0.786 1.990 -0.312
C 1.258 1.448 0.946
C 2.673 0.824 0.986
C 3.315 0.858 -0.432
C 2.393 0.123 -1.451
C 2.969 0.352 -2.863
C 2.408 -1.423 -1.271
N 1.053 0.750 -1.425
O 0.277 0.636 -2.519
H -0.974 -0.303 1.185
H -0.959 -0.832 -0.500
H 0.438 -1.074 0.509
H -1.637 1.726 -0.944
H -1.310 2.182 0.625
H -0.472 2.888 -0.847
H 1.250 2.531 1.082
H 0.810 1.122 1.889
H 3.341 1.236 1.745
H 2.519 -0.168 1.414
H 4.273 0.344 -0.329
H 3.538 1.855 -0.814
H 2.413 -0.109 -3.678
H 4.012 0.024 -2.859
H 3.156 1.379 -3.184
H 2.260 -1.720 -0.233
H 3.376 -1.864 -1.522
H 1.737 -1.912 -1.977
H 0.210 1.577 -2.738
C 1.081 7.403 -1.899
C 2.230 6.440 -1.425
C 1.613 4.984 -1.285
C 3.321 6.363 -2.547
C 4.402 7.473 -2.499
C 4.873 7.685 -0.994
C 3.700 8.004 -0.018
C 4.313 8.093 1.360
C 3.093 9.380 -0.476
N 2.790 6.836 -0.139
O 1.875 6.819 0.896
H 0.273 6.881 -2.414
H 0.606 7.959 -1.092
H 1.482 8.046 -2.683
H 0.924 4.909 -0.443
H 1.068 4.634 -2.162
H 2.329 4.200 -1.031
H 3.769 5.373 -2.637
H 2.845 6.517 -3.517
H 5.341 7.362 -3.041
H 3.972 8.385 -2.915
H 5.674 8.420 -1.074
H 5.220 6.707 -0.654
H 5.312 8.532 1.335
H 4.472 7.136 1.860
H 3.804 8.715 2.099
H 2.908 9.346 -1.546
H 3.758 10.177 -0.145
H 2.154 9.487 0.070
H 2.381 6.368 1.578
C -4.214 -1.113 3.125
C -3.261 -2.216 3.693
C -2.528 -2.815 2.471
C -2.362 -1.539 4.726
C -1.644 -2.485 5.672
C -2.691 -3.238 6.411
C -3.504 -4.116 5.488
C -2.708 -5.346 5.029
C -4.701 -4.676 6.268
N -4.063 -3.288 4.395
O -4.903 -4.043 3.535
H -5.042 -1.388 2.473
H -4.522 -0.337 3.831
H -3.749 -0.367 2.471
H -3.129 -3.398 1.770
H -2.084 -2.089 1.789
H -1.765 -3.551 2.733
H -1.550 -1.084 4.152
H -2.894 -0.741 5.244
H -0.872 -3.080 5.187
H -1.136 -1.795 6.350
H -3.414 -2.541 6.841
H -2.376 -3.800 7.292
H -1.747 -5.050 4.603
H -3.178 -5.956 4.258
H -2.520 -5.956 5.914
H -5.437 -5.238 5.694
H -5.257 -3.794 6.596
H -4.401 -5.248 7.146
H -5.785 -3.874 3.879
C 5.384 -0.336 3.635
C 4.654 -1.283 4.560
C 5.813 -1.805 5.539
C 3.712 -0.424 5.387
C 2.798 -1.343 6.160
C 1.930 -2.187 5.285
C 2.826 -3.023 4.316
C 3.393 -4.221 5.124
C 1.855 -3.590 3.249
N 3.946 -2.262 3.707
O 4.799 -3.002 2.841
H 5.890 0.471 4.165
H 6.185 -0.832 3.082
H 4.748 0.076 2.850
H 5.407 -2.334 6.404
H 6.429 -2.607 5.125
H 6.462 -1.065 6.005
H 4.159 0.190 6.170
H 3.141 0.227 4.722
H 3.380 -1.958 6.849
H 2.218 -0.650 6.775
H 1.295 -1.469 4.761
H 1.276 -2.860 5.836
H 2.579 -4.700 5.670
H 4.155 -4.017 5.875
H 3.751 -4.946 4.391
H 0.876 -3.814 3.678
H 2.263 -4.532 2.883
H 1.655 -2.893 2.436
H 5.175 -3.561 3.533
C -0.321 -6.278 -3.881
C -0.680 -5.854 -5.326
C -0.456 -7.089 -6.226
C -2.187 -5.645 -5.496
C -2.601 -4.272 -4.952
C -1.729 -3.134 -5.620
C -0.184 -3.294 -5.501
C 0.352 -2.372 -6.603
C 0.302 -2.902 -4.113
N 0.119 -4.713 -5.877
O 1.502 -4.888 -5.900
H -0.299 -5.522 -3.099
H -1.058 -7.060 -3.681
H 0.544 -6.943 -3.857
H -0.859 -7.953 -5.692
H -0.896 -7.111 -7.221
H 0.600 -7.369 -6.211
H -2.426 -5.668 -6.560
H -2.740 -6.446 -5.006
H -3.656 -4.215 -5.225
H -2.521 -4.260 -3.864
H -2.026 -2.095 -5.481
H -2.022 -3.328 -6.656
H 0.262 -2.786 -7.606
H 1.404 -2.180 -6.380
H -0.078 -1.377 -6.483
H 0.567 -1.850 -4.000
H 1.169 -3.521 -3.870
H -0.368 -3.157 -3.290
H 1.839 -4.834 -6.799
N 3.646 1.228 -6.113
C 2.883 2.286 -5.778
N 3.683 3.194 -5.217
O 1.668 2.338 -5.916
H 3.273 0.639 -6.841
H 4.591 1.096 -5.800
H 3.159 3.856 -4.661
H 4.645 2.996 -5.005
N -0.684 2.266 4.075
C -1.796 2.846 3.685
N -2.794 2.396 4.398
O -1.908 3.659 2.790
H -0.771 1.888 5.001
H 0.147 2.441 3.532
H -3.739 2.667 4.174
H -2.610 1.639 5.034
O -4.054 4.271 1.489
H -4.069 5.186 1.774
H -3.274 3.891 1.930
O 3.143 3.444 3.413
H 3.067 2.521 3.160
H 3.929 3.755 2.957
O -0.170 2.928 -3.861
H -1.002 2.545 -4.151
H 0.506 2.423 -4.331